3 unconnected molecules or ions with the total composition C3H11NO3 in a non-equilibrium geometry. Source: the OMol25 dataset; level of theory: ωB97M-V with the def2-TZVPD basis set.

```
18
C3H11NO3 (ωB97M-V with the def2-TZVPD basis set)
O 1.951 2.548 -0.673
O 0.689 -0.003 -0.125
O 1.439 -3.614 -1.974
N -1.171 1.145 0.410
C -0.643 -0.960 1.611
C -2.518 1.060 0.928
C -0.301 0.023 0.539
H 2.790 2.769 -1.137
H -0.653 1.965 0.067
H -0.834 -0.518 2.522
H -2.581 1.237 1.926
H -1.620 -1.285 1.193
H 1.491 2.260 -1.536
H -3.127 1.913 0.334
H 1.657 -4.024 -2.863
H -3.038 0.119 0.453
H 0.201 -1.741 1.803
H 2.049 -2.883 -1.927
```

Values from the calculation:
- HOMO-LUMO gap (eV) = 10.09
- electronic energy (eV) = -10920.7951
- relative energy (zero: lowest compared OMol25 entry of this formula, charge and spin) (eV) = 2.211
- molecular weight (Da) = 109.12
- E_HOMO (Eh) = -0.3408
- SMILES string = CNC(C)=O.O.O

---

2 unconnected molecules or ions with the total composition H4O2. Source: the OMol25 dataset; level of theory: ωB97M-V with the def2-TZVPD basis set.

```
6
H4O2 (ωB97M-V with the def2-TZVPD basis set)
O 6.002 -0.322 1.595
O -5.959 0.227 -1.482
H 6.914 -0.083 1.814
H -6.042 -0.426 -2.191
H -6.641 0.891 -1.634
H 5.582 0.533 1.423
```

Values from the calculation:
- HOMO-LUMO gap (eV) = 12.70
- electronic energy (eV) = -4159.7223
- relative energy (zero: lowest compared OMol25 entry of this formula, charge and spin) (eV) = 0.217
- molecular weight (Da) = 36.03
- E_HOMO (Eh) = -0.4261
- SMILES string = O.O

---

A molecular structure, C26H27BaGeN3S. Source: the OMol25 dataset; level of theory: ωB97M-V with the def2-TZVPD basis set.

```
59
C26H27BaGeN3S (ωB97M-V with the def2-TZVPD basis set)
Ba 0.642 -0.630 0.379
Ge 3.383 -2.552 0.352
S 0.259 0.982 -2.551
N -0.001 -2.034 -1.983
N 1.013 -1.576 -2.834
N 2.163 -0.094 -4.076
C 4.425 -5.047 1.367
C 1.667 -2.739 1.066
C 6.704 -5.615 1.902
C 4.166 -2.501 -2.584
C -1.381 3.290 0.648
C 4.027 -0.655 0.347
C -2.266 2.031 2.497
C 3.688 0.235 -0.678
C 4.596 -0.099 1.502
C 4.850 1.260 1.606
C 5.362 -5.967 1.818
C -0.222 3.536 1.370
C 1.175 -0.292 -3.176
C 4.812 -3.766 0.976
C 4.065 -2.897 -3.914
C -0.082 3.029 2.656
C 4.514 2.122 0.564
C 2.345 -4.458 -3.302
C 7.104 -4.341 1.526
C -2.404 2.538 1.211
C 3.337 -3.037 -1.592
C 3.136 -3.868 -4.281
C 2.452 -4.048 -1.974
C 3.921 1.608 -0.575
C -1.104 2.276 3.220
C 6.162 -3.429 1.064
H -3.310 2.355 0.649
H -1.490 3.688 -0.353
H 8.149 -4.059 1.589
H 2.432 0.859 -4.241
H 1.553 -2.297 -3.301
H 4.718 -2.463 -4.663
H 4.906 -1.752 -2.318
H 0.819 3.231 3.222
H 2.859 -0.814 -4.216
H 0.356 -2.901 -1.585
H 3.055 -4.183 -5.313
H 5.045 -6.960 2.114
H 5.306 1.657 2.505
H -3.068 1.455 2.940
H 4.848 -0.746 2.337
H -0.846 -2.243 -2.505
H 3.646 2.266 -1.391
H 6.494 -2.438 0.764
H 3.371 -5.306 1.333
H 7.432 -6.329 2.269
H 1.649 -5.244 -3.572
H 3.225 -0.142 -1.587
H 4.712 3.183 0.648
H 1.832 -4.496 -1.199
H -1.001 1.891 4.227
H 0.570 4.130 0.932
H 1.809 -2.652 2.165
```

Values from the calculation:
- HOMO-LUMO gap (eV) = 4.97
- electronic energy (eV) = -99912.1513
- molecular weight (Da) = 623.53
- E_HOMO (Eh) = -0.1846

---

A molecular structure, C38H107FeN7O16P in a non-equilibrium geometry. Source: the OMol25 dataset; level of theory: ωB97M-V with the def2-TZVPD basis set.

```
170
C38H107FeN7O16P (ωB97M-V with the def2-TZVPD basis set)
Fe 1.273 -0.520 0.543
P -0.740 0.024 -0.307
O -1.962 0.481 -1.140
O -4.144 2.163 5.389
O 1.495 -1.744 3.627
O 0.316 1.785 3.744
O -1.231 1.117 -3.400
O 4.145 -2.302 1.158
O 1.244 4.727 -3.264
O -4.200 1.651 -1.608
O -0.462 -0.302 1.216
O 4.265 2.032 0.469
O -4.326 5.530 1.445
O 0.369 -5.271 -5.516
O 0.482 0.996 -0.180
O -1.411 -3.618 -1.653
O 0.183 -1.095 -0.828
O -3.785 -1.413 -0.681
N 1.069 -2.596 -3.058
N 2.925 -0.325 -0.710
N 2.201 0.404 2.205
N 1.729 1.041 -2.822
N 1.510 -2.574 0.982
N -2.243 0.774 3.224
N -2.976 2.604 0.803
C -0.796 3.773 0.853
C -3.264 0.180 4.019
C -4.242 -1.023 0.592
C 2.806 2.292 -4.490
C 4.701 0.511 2.728
C 1.477 -4.840 1.559
C -1.152 -0.022 -4.271
C -4.002 3.193 4.456
C 0.888 -3.152 -4.390
C -3.029 5.195 1.038
C -5.269 4.618 0.828
C 2.060 2.396 -3.125
C 2.248 -3.090 -5.218
C -2.748 -1.284 4.107
C 1.395 -3.211 3.502
C -2.113 -5.915 -1.698
C 3.331 1.251 2.550
C 0.256 1.973 5.080
C -3.628 3.733 -2.799
C 0.977 -3.473 1.988
C 1.154 5.420 -2.047
C -0.179 -6.567 -5.288
C 0.798 3.355 -3.177
C -4.512 -2.404 1.347
C -1.845 0.218 -5.631
C 3.578 2.524 1.654
C 1.465 -1.258 4.960
C 3.563 -1.576 -1.162
C 5.009 -2.947 1.970
C -2.235 3.793 1.297
C 1.594 2.610 5.603
C -3.439 0.951 5.297
C -2.078 -4.641 -0.819
C 4.790 3.070 -0.292
C 0.254 -4.453 -4.336
C -4.334 2.388 -2.772
C 4.650 -1.999 -0.140
C 4.220 -1.257 -2.479
H -2.429 6.023 1.415
H -2.436 -1.588 3.108
H 1.088 0.905 -3.590
H -2.669 1.459 2.616
H -2.812 5.189 -0.030
H 1.756 6.313 -2.218
H -0.169 4.595 1.197
H -1.179 0.700 -6.347
H 6.052 -2.635 1.909
H 0.605 -3.582 4.155
H 4.704 -2.912 3.016
H -2.928 3.299 4.307
H -1.846 -1.253 4.717
H -2.394 -6.816 -1.151
H -3.612 -3.016 1.406
H 0.134 5.707 -1.791
H 4.491 -0.347 3.367
H -0.289 2.919 1.303
H -1.514 -0.897 -3.732
H 1.803 -0.229 5.082
H -3.338 1.231 -1.554
H 2.330 -3.728 3.717
H 2.652 3.046 1.412
H -0.102 1.112 5.645
H 5.413 2.684 -1.099
H -4.884 -2.160 2.342
H 2.170 2.002 -5.326
H 2.044 3.407 5.010
H 2.670 0.052 -1.612
H 1.368 -3.196 0.199
H 1.134 0.955 -2.011
H -0.593 3.804 -0.217
H -5.202 -0.610 0.283
H -2.206 3.611 2.371
H 0.807 -1.621 -3.015
H 2.210 -0.197 3.017
H -4.107 0.145 3.328
H -3.978 4.244 -3.697
H 5.327 -1.148 -0.065
H -2.800 -5.925 -2.544
H 1.135 -5.689 2.152
H 2.553 -4.874 1.386
H -1.854 -2.793 -1.443
H 3.056 1.712 3.499
H 4.650 -2.175 -2.879
H -5.174 3.593 1.187
H -1.575 0.915 -2.527
H 3.272 3.278 -4.507
H 1.927 -1.861 5.742
H -0.110 -3.417 1.940
H 5.184 -2.882 -0.491
H -1.109 -6.078 -2.088
H -0.573 1.474 3.560
H 2.498 -2.685 1.156
H 0.123 3.088 -2.364
H 1.456 2.937 6.634
H -6.172 4.919 1.359
H 5.165 0.231 1.782
H 3.571 1.515 -4.494
H -3.583 -0.323 1.106
H 2.553 -2.054 -5.075
H 5.091 -4.020 1.792
H 0.393 -6.976 -4.455
H -2.548 3.638 -2.910
H -3.143 -4.475 -0.652
H -1.510 -4.871 0.082
H 5.553 1.009 3.188
H -4.107 1.751 -3.626
H -0.519 2.665 5.411
H 0.421 -1.269 5.274
H -3.979 0.204 5.879
H -5.399 2.564 -2.924
H 3.668 0.326 -0.501
H 0.366 3.081 -4.140
H 3.024 -3.731 -4.799
H -3.312 2.655 -0.148
H 2.714 2.716 -2.314
H 5.435 3.821 0.163
H -1.190 -6.682 -4.897
H -0.075 -7.064 -6.252
H -3.422 -2.002 4.576
H -5.226 4.636 -0.261
H -0.774 -4.335 -3.993
H -2.462 1.136 5.742
H 0.225 -2.488 -4.944
H -4.518 4.091 4.796
H 2.287 1.769 5.639
H -0.123 -0.368 -4.365
H 4.259 3.195 2.178
H -2.234 -0.741 -5.973
H 1.836 -3.442 -6.164
H 1.190 -5.109 0.542
H 2.831 -2.363 -1.346
H 5.002 -0.498 -2.446
H -2.353 1.839 0.589
H -2.727 0.846 -5.502
H -5.240 -2.918 0.719
H -3.886 4.242 -1.870
H -4.441 2.916 3.497
H 3.561 -0.866 -3.255
H -1.832 0.122 2.572
H 1.484 1.001 2.590
H 0.853 -5.002 -3.609
H -3.227 -0.677 -0.942
H 0.363 -2.954 -2.430
H 3.974 3.605 -0.778
H 1.378 4.744 -1.223
```

Values from the calculation:
- HOMO-LUMO gap (spin up / spin down) (eV) = 8.57 / 8.36
- electronic energy (eV) = -128001.7769
- relative energy (zero: lowest compared OMol25 entry of this formula, charge and spin) (eV) = 3.688
- expectation value of S² = 8.7556
- multiplicity = 6
- molecular weight (Da) = 1005.13
- E_HOMO (spin up / spin down) (Eh) = -0.3111 / -0.3111

---

5 unconnected molecules or ions with the total composition C12H24B2Cl12N2O4 in a non-equilibrium geometry. Source: the OMol25 dataset; level of theory: ωB97M-V with the def2-TZVPD basis set.

```
56
C12H24B2Cl12N2O4 (ωB97M-V with the def2-TZVPD basis set)
Cl -1.961 -3.450 -1.671
Cl 5.562 -0.134 1.334
Cl 0.652 -3.383 -5.123
Cl 8.081 1.314 1.535
Cl 6.155 2.021 -0.533
Cl -8.912 -7.223 -0.433
Cl -1.671 -2.501 -6.643
Cl -1.351 -5.318 -5.976
Cl -4.516 -4.401 -0.648
Cl -6.620 -8.928 -0.998
Cl -4.425 -2.085 -2.411
Cl -6.270 -6.481 0.542
O -4.543 1.080 0.903
O -2.474 1.225 -0.696
O -0.098 0.896 2.543
O -2.036 -0.662 0.736
N -0.006 0.411 -0.088
N 1.452 -0.946 1.632
C -7.173 -7.261 -0.768
C 3.160 2.136 0.071
C 3.471 2.040 3.309
C -3.318 3.446 0.684
C 6.837 0.701 0.431
C 3.864 3.329 2.318
C -3.581 -2.977 -1.133
C -1.071 -3.653 -5.438
C 2.067 1.754 -1.082
C -1.514 0.326 -0.041
C 0.502 1.737 -0.605
C 2.716 3.328 1.102
B 0.427 0.165 1.373
B -3.417 1.834 0.267
H 0.204 2.555 0.177
H 2.291 2.079 3.471
H 1.692 3.162 1.649
H 2.801 4.364 0.542
H 2.417 -0.539 1.691
H 0.232 1.842 2.584
H -4.422 3.793 0.977
H -2.599 3.653 1.585
H -3.478 -2.320 -0.265
H 2.389 0.699 -1.540
H 1.389 -1.551 0.771
H 3.434 1.146 0.663
H 3.702 4.284 2.975
H 4.171 2.495 -0.444
H 2.135 2.510 -2.003
H -1.620 -3.495 -4.506
H 4.947 3.232 1.869
H 3.771 1.002 2.836
H -4.592 1.282 1.890
H -6.987 -6.706 -1.691
H -0.141 1.977 -1.582
H -3.032 4.075 -0.264
H 4.005 2.136 4.371
H 7.304 -0.017 -0.248
```

Values from the calculation:
- HOMO-LUMO gap (eV) = 10.30
- electronic energy (eV) = -175624.3042
- molecular weight (Da) = 707.39
- E_HOMO (Eh) = -0.3738
- SMILES string = CCCCCCN(B(N)O)C(=O)OB(C)O.ClC(Cl)Cl.ClC(Cl)Cl.ClC(Cl)Cl.ClC(Cl)Cl

---

4 unconnected molecules or ions with the total composition C2H12O3 in a non-equilibrium geometry. Source: the OMol25 dataset; level of theory: ωB97M-V with the def2-TZVPD basis set.

```
17
C2H12O3 (ωB97M-V with the def2-TZVPD basis set)
O -0.184 -2.570 0.462
O -1.179 -1.678 -1.934
O 1.792 -0.762 -0.489
C -0.219 2.628 0.589
C -0.499 1.080 0.656
H 0.095 -3.047 1.262
H -0.599 0.678 -0.348
H 1.457 -0.630 -1.389
H 2.529 -0.154 -0.373
H -0.912 -2.567 -1.714
H 0.046 2.989 -0.394
H -1.505 0.864 1.040
H -1.150 3.094 0.908
H 0.593 -2.034 0.181
H 0.201 0.568 1.302
H -1.007 -1.243 -1.113
H 0.540 2.783 1.354
```

Values from the calculation:
- HOMO-LUMO gap (eV) = 11.59
- electronic energy (eV) = -8410.9014
- relative energy (zero: lowest compared OMol25 entry of this formula, charge and spin) (eV) = 0.416
- molecular weight (Da) = 84.11
- E_HOMO (Eh) = -0.4088
- SMILES string = CC.O.O.O

---

8 unconnected molecules or ions with the total composition H15O7S in a non-equilibrium geometry. Source: the OMol25 dataset; level of theory: ωB97M-V with the def2-TZVPD basis set.

```
23
H15O7S (ωB97M-V with the def2-TZVPD basis set)
S -2.850 0.278 -0.808
O 0.338 0.028 2.446
O 1.767 -1.775 -1.751
O -1.033 -2.585 1.104
O -0.202 0.405 -2.344
O 1.199 1.367 -0.119
O 2.816 -0.866 0.902
O -1.373 2.542 0.694
H 1.901 -0.861 1.219
H 1.085 0.782 -0.890
H -0.908 0.684 -1.719
H 0.433 0.563 1.640
H 2.959 0.078 0.732
H -0.540 -0.370 -2.798
H -2.003 1.818 0.388
H 0.301 1.715 0.025
H -1.116 2.316 1.594
H -1.773 -1.976 1.267
H 1.159 -1.029 -1.846
H 2.124 -1.638 -0.857
H -0.671 -2.123 0.329
H -3.322 1.330 -1.463
H -0.290 -0.682 2.255
```

Values from the calculation:
- HOMO-LUMO gap (eV) = 8.06
- electronic energy (eV) = -25414.3547
- relative energy (zero: lowest compared OMol25 entry of this formula, charge and spin) (eV) = 0.185
- net charge = -1
- molecular weight (Da) = 159.18
- E_HOMO (Eh) = -0.1733

---

5 unconnected molecules or ions with the total composition C17H48N6O5 in a non-equilibrium geometry. Source: the OMol25 dataset; level of theory: ωB97M-V with the def2-TZVPD basis set.

```
76
C17H48N6O5 (ωB97M-V with the def2-TZVPD basis set)
O -2.893 4.436 1.938
O -0.615 -0.218 -0.197
O -3.404 -1.101 -5.091
O 2.410 -0.639 3.918
O 2.603 -2.133 -3.115
N 0.355 -0.905 1.746
N 3.528 2.689 4.909
N 0.018 4.014 -0.200
N 1.823 -4.680 -2.272
N 0.602 1.271 1.019
N -2.558 -2.055 -1.673
C 1.094 -3.473 -1.835
C 0.514 -3.616 -0.435
C -1.745 3.775 1.452
C -2.875 -3.483 -3.635
C -1.365 4.418 0.129
C -3.447 3.794 3.056
C 4.025 1.426 2.783
C -4.600 -0.616 -5.639
C 0.077 0.028 0.790
C 2.180 -1.835 4.638
C -2.443 -2.110 -3.126
C 1.998 -2.283 -1.851
C -3.380 -1.035 -3.673
C 2.891 0.375 4.763
C 3.098 1.644 3.989
C 3.599 -1.149 -3.137
C -2.283 3.977 -1.001
H 0.238 4.307 -1.146
H -4.391 -1.179 -3.260
H 5.032 1.209 3.155
H -1.458 -1.806 -3.516
H 1.418 -1.382 -1.594
H 0.066 -1.860 1.660
H -2.592 -4.262 -2.924
H -4.376 4.299 3.302
H -5.419 -1.341 -5.505
H 2.181 0.567 5.581
H 4.283 -1.379 -3.952
H 2.775 -2.392 -1.075
H -2.773 3.833 3.928
H 4.095 2.341 2.195
H 1.302 -3.652 0.325
H 3.131 -2.312 4.910
H 0.240 -3.342 -2.507
H -4.452 -0.498 -6.711
H 4.422 2.443 5.326
H 1.667 -2.551 3.995
H 3.695 3.548 4.397
H 4.172 -1.108 -2.198
H 1.020 -0.722 2.483
H -1.448 5.504 0.261
H -1.951 2.710 1.278
H 3.184 -0.139 -3.265
H 3.670 0.596 2.176
H -0.068 -4.537 -0.341
H -0.169 -2.800 -0.188
H -3.067 -0.028 -3.355
H -2.414 -3.697 -4.598
H -2.251 2.890 -1.105
H 1.264 1.365 1.768
H -3.310 4.263 -0.772
H -3.959 -3.526 -3.746
H -1.962 -2.768 -1.265
H 3.831 0.079 5.258
H -4.909 0.324 -5.171
H 2.734 -4.697 -1.828
H 1.319 -5.509 -1.979
H -1.983 4.429 -1.947
H -2.151 -1.199 -1.297
H 1.579 -1.662 5.532
H 2.129 1.958 3.577
H 0.323 2.056 0.441
H 0.692 4.498 0.385
H -0.938 3.889 2.189
H -3.629 2.727 2.872
```

Values from the calculation:
- HOMO-LUMO gap (eV) = 9.07
- electronic energy (eV) = -37584.9140
- relative energy (zero: lowest compared OMol25 entry of this formula, charge and spin) (eV) = 0.000
- molecular weight (Da) = 416.61
- E_HOMO (Eh) = -0.3171
- SMILES string = COC[C@H](C)N.COC[C@H](C)N.COC[C@H](C)N.COC[C@H](C)N.NC(N)=O